Entry 1:
{"formula": "CHNO4", "method": "the ωB97M-V functional and the def2-TZVPD basis", "lumo_energy_ev": -0.31, "gap_ha": 0.4081, "total_charge": 0, "smiles": "O=CO[N+](=O)[O-]", "largest_force_ev_per_a": 2.821, "homo_energy_ev": -11.4, "elements": ["C", "N", "O", "O", "O", "O", "H"], "positions_angstrom": [[-1.30837, -0.35368, -0.00545], [1.20328, 0.28034, 0.00950], [-2.04329, -1.23054, -0.03589], [2.29755, 0.04695, 0.39320], [0.73025, 1.33298, -0.30147], [0.39139, -0.80496, -0.08351], [-1.27081, 0.72892, 0.02362]], "atomic_forces_ev_per_a": [[2.7, -0.8, -0.3], [-0.5, -1.2, 0.2], [-0.1, 0.0, 0.1], [1.0, 0.0, 0.2], [-0.4, 1.6, -0.4], [-2.6, 0.3, 0.2], [0.0, 0.2, 0.1]]}

***

Entry 2:
{"formula": "CHNOP2S", "method": "the ωB97M-V functional and the def2-TZVPD basis", "lumo_energy_ev": [-2.34, -2.51], "gap_ha": [0.2328, 0.2231], "total_charge": 0, "largest_force_ev_per_a": 2.478, "homo_energy_ev": [-8.7, -8.6], "elements": ["C", "N", "O", "P", "P", "S", "H"], "positions_angstrom": [[0.10399, 0.57306, 0.15551], [-1.04447, 1.35037, 2.80489], [-0.86075, 1.52740, -0.05237], [1.75341, 0.97384, 0.82533], [1.64971, 1.99144, 2.56193], [-1.40535, 0.68121, 1.56850], [0.16549, -0.09834, -0.62623]], "atomic_forces_ev_per_a": [[-0.9, 1.8, 1.4], [1.1, 1.0, 0.5], [0.1, -0.3, 0.8], [-0.3, 0.9, 1.4], [-1.1, -1.3, -1.3], [0.9, -0.4, -1.3], [0.3, -1.7, -1.7]]}

***

Entry 3:
{"formula": "CHNOS", "method": "the ωB97M-V functional and the def2-TZVPD basis", "lumo_energy_ev": -0.01, "gap_ha": 0.3511, "total_charge": 0, "smiles": "S=C1NO1", "largest_force_ev_per_a": 3.830, "homo_energy_ev": -9.6, "elements": ["C", "N", "O", "S", "H"], "positions_angstrom": [[-0.57701, 0.28880, 0.16590], [0.99683, -0.18982, 0.11341], [-0.19798, -0.89245, 0.58690], [-1.64826, 1.43154, -0.15624], [1.42642, -0.63806, -0.70997]], "atomic_forces_ev_per_a": [[3.4, -1.5, -1.0], [-0.6, 2.7, 0.7], [-2.3, 0.2, 0.1], [0.9, -1.2, 0.5], [-1.5, -0.1, -0.3]]}

***

Entry 4:
{"formula": "CHNOS2", "method": "the ωB97M-V functional and the def2-TZVPD basis", "lumo_energy_ev": -1.11, "gap_ha": 0.2810, "total_charge": 0, "largest_force_ev_per_a": 2.349, "homo_energy_ev": -8.8, "elements": ["C", "N", "O", "S", "S", "H"], "positions_angstrom": [[-1.70648, 0.62593, -0.17732], [1.17980, -0.18142, 0.12191], [2.27561, 0.17212, 0.47844], [-0.33810, 1.35393, -0.17355], [0.56270, -1.56710, -0.17865], [-1.97352, -0.40346, -0.07085]], "atomic_forces_ev_per_a": [[1.6, 1.5, -0.1], [0.1, 2.1, 0.2], [0.0, 0.2, -0.1], [-1.0, -0.9, 0.2], [-0.5, -2.3, -0.3], [-0.2, -0.6, 0.0]]}

***

Entry 5:
{"formula": "CHO2", "method": "the ωB97M-V functional and the def2-TZVPD basis", "lumo_energy_ev": 5.06, "gap_ha": 0.3054, "total_charge": -1, "smiles": "O=C[O-]", "largest_force_ev_per_a": 3.410, "homo_energy_ev": -3.2, "elements": ["C", "O", "O", "H"], "positions_angstrom": [[-0.05625, -0.02936, -0.07190], [-0.51452, -1.18541, -0.00342], [-0.50508, 1.09515, -0.00224], [1.07585, 0.11962, 0.07756]], "atomic_forces_ev_per_a": [[2.6, -1.2, 1.8], [-0.4, 0.2, -0.6], [-2.5, 2.2, -0.6], [0.4, -1.1, -0.6]]}

***

Entry 6:
{"formula": "CHO2Pr", "method": "the ωB97M-V functional and the def2-TZVPD basis", "lumo_energy_ev": [-5.37, -5.37], "gap_ha": [0.2467, 0.2481], "total_charge": 1, "s_squared": 3.75, "largest_force_ev_per_a": 3.026, "homo_energy_ev": [-12.1, -12.1], "spin_multiplicity": 4, "elements": ["H", "O", "C", "O", "Pr"], "positions_angstrom": [[-1.19476, 0.85115, 0.73946], [-0.47806, 0.15077, 0.61940], [0.41316, 0.91556, -0.15567], [0.97175, 0.12385, -0.94413], [0.28791, -2.04134, -0.25905]], "atomic_forces_ev_per_a": [[1.0, -1.5, 0.6], [-2.8, 0.6, 0.9], [1.0, 1.1, -1.2], [0.7, -0.9, -0.1], [0.1, 0.8, -0.2]]}

***

Entry 7:
{"formula": "CHO2Rb", "method": "the ωB97M-V functional and the def2-TZVPD basis", "lumo_energy_ev": -1.08, "gap_ha": 0.2073, "total_charge": 0, "largest_force_ev_per_a": 3.339, "homo_energy_ev": -6.7, "elements": ["O", "C", "O", "Rb", "H"], "positions_angstrom": [[-1.49222, -0.74074, 0.35520], [-0.71322, 0.20358, 0.10318], [0.54168, -0.44263, 0.01533], [1.54494, 2.42561, -0.69362], [0.11882, -1.44582, 0.21990]], "atomic_forces_ev_per_a": [[-1.0, 2.0, -0.2], [-0.2, -2.4, 0.4], [0.2, -1.7, 0.2], [-0.5, -0.7, 0.2], [1.6, 2.9, -0.6]]}

***

Entry 8:
{"formula": "CHO3S", "method": "the ωB97M-V functional and the def2-TZVPD basis", "lumo_energy_ev": 2.66, "gap_ha": 0.2679, "total_charge": -1, "largest_force_ev_per_a": 3.829, "homo_energy_ev": -4.6, "elements": ["C", "O", "O", "O", "S", "H"], "positions_angstrom": [[-1.29265, 1.19214, -0.02237], [-0.86655, -0.09596, -0.06179], [-2.47939, 1.45218, 0.00317], [-0.40027, 2.09376, -0.02269], [1.81042, 1.41786, -0.01481], [0.11465, -0.04244, -0.08145]], "atomic_forces_ev_per_a": [[-0.6, -0.9, 0.0], [0.2, -0.1, 0.0], [-0.6, -0.2, 0.0], [3.8, 0.7, 0.0], [-2.6, 0.6, 0.0], [-0.2, -0.1, 0.0]]}

***

Entry 9:
{"formula": "CHO3S3", "method": "the ωB97M-V functional and the def2-TZVPD basis", "lumo_energy_ev": 2.89, "gap_ha": 0.2454, "total_charge": -1, "smiles": "O=S([O-])#S(=O)C=S", "largest_force_ev_per_a": 4.645, "homo_energy_ev": -3.8, "elements": ["C", "O", "O", "O", "S", "S", "S", "H"], "positions_angstrom": [[0.43888, 0.51388, 0.09215], [0.37340, -0.27798, 2.93330], [1.21531, -1.93280, -0.49856], [2.66630, -1.14269, 2.96182], [0.75494, 2.12577, 0.28137], [1.80178, -0.67783, -0.03224], [1.37393, -1.29593, 2.38035], [-0.47055, 0.19529, 0.51161]], "atomic_forces_ev_per_a": [[3.2, 1.2, 0.9], [1.9, -2.4, -1.3], [-0.5, -2.5, -1.0], [1.9, -0.2, 0.8], [-0.1, -0.7, -0.4], [-1.3, 2.9, 0.3], [-3.6, 2.8, 0.9], [-1.4, -1.0, -0.2]]}

***

Entry 10:
{"formula": "CHO5S", "method": "the ωB97M-V functional and the def2-TZVPD basis", "lumo_energy_ev": 3.98, "gap_ha": 0.3291, "total_charge": -1, "largest_force_ev_per_a": 5.025, "homo_energy_ev": -5.0, "elements": ["C", "O", "O", "O", "O", "O", "S", "H"], "positions_angstrom": [[-0.19443, 0.36186, 1.02493], [0.63153, -1.85732, -1.26878], [-0.71211, 0.12815, -1.97625], [1.72009, 0.26182, -1.48264], [-1.46482, 0.75064, 1.38772], [-0.82930, -0.30676, 2.08133], [0.40590, -0.45457, -1.27301], [0.44314, 1.11619, 1.50669]], "atomic_forces_ev_per_a": [[1.0, -0.1, -1.0], [-0.9, -1.6, 0.4], [-0.2, -0.5, 0.2], [-2.7, -0.7, 0.8], [-1.9, 1.1, -1.2], [0.7, -1.8, 0.6], [3.0, 3.9, 1.0], [1.0, -0.2, -0.8]]}

***

Entry 11:
{"formula": "CHOP", "method": "the ωB97M-V functional and the def2-TZVPD basis", "lumo_energy_ev": -1.17, "gap_ha": 0.2659, "total_charge": 0, "largest_force_ev_per_a": 4.330, "homo_energy_ev": -8.4, "elements": ["C", "O", "P", "H"], "positions_angstrom": [[-1.35515, -0.18921, -0.02605], [-1.91102, -1.31931, 0.00788], [-2.94555, 0.47607, 0.00955], [0.36352, -0.14185, 0.22737]], "atomic_forces_ev_per_a": [[2.8, -0.8, 1.1], [0.4, 0.8, -0.2], [1.0, -0.2, -0.2], [-4.3, 0.1, -0.8]]}

***

Entry 12:
{"formula": "CHOPS", "method": "the ωB97M-V functional and the def2-TZVPD basis", "lumo_energy_ev": -2.38, "gap_ha": 0.2669, "total_charge": 0, "smiles": "O=PC=S", "largest_force_ev_per_a": 4.446, "homo_energy_ev": -9.6, "elements": ["C", "O", "P", "S", "H"], "positions_angstrom": [[0.01287, -0.57794, 0.13985], [0.44573, 1.95694, 0.13772], [-0.63783, 1.02068, -0.28059], [-0.54765, -1.79899, -0.97941], [0.72689, -0.60068, 0.98243]], "atomic_forces_ev_per_a": [[-1.0, -3.2, -2.0], [-0.4, -0.3, -0.2], [0.0, 1.4, -0.3], [1.7, 2.9, 3.0], [-0.2, -0.8, -0.5]]}

***

Copy entry 3 word for word.
{"formula": "CHNOS", "method": "the ωB97M-V functional and the def2-TZVPD basis", "lumo_energy_ev": -0.01, "gap_ha": 0.3511, "total_charge": 0, "smiles": "S=C1NO1", "largest_force_ev_per_a": 3.830, "homo_energy_ev": -9.6, "elements": ["C", "N", "O", "S", "H"], "positions_angstrom": [[-0.57701, 0.28880, 0.16590], [0.99683, -0.18982, 0.11341], [-0.19798, -0.89245, 0.58690], [-1.64826, 1.43154, -0.15624], [1.42642, -0.63806, -0.70997]], "atomic_forces_ev_per_a": [[3.4, -1.5, -1.0], [-0.6, 2.7, 0.7], [-2.3, 0.2, 0.1], [0.9, -1.2, 0.5], [-1.5, -0.1, -0.3]]}